Below is 2 unconnected molecules or ions with the total composition C3H4BN in a non-equilibrium geometry, with properties calculated with ωB97M-V/def2-TZVPD.

```
9
Properties=species:S:1:pos:R:3:forces:R:3
H 0.85528 1.95073 1.81638 -0.3537 -0.2048 -0.0007
H -1.70286 -1.97574 -0.49282 -0.3913 -0.0967 -0.0187
C -1.75762 1.14145 1.14916 -1.3547 0.2033 -0.1394
C -0.51611 0.75977 0.60737 0.3658 -1.9374 -0.3289
N -2.86662 1.34010 1.42633 0.7193 0.0061 0.0711
B -1.02725 -1.13400 -0.92213 2.5540 3.2680 1.3088
H -0.23084 -0.81426 -1.79062 -1.0764 -0.6707 0.4090
H 1.50847 0.76293 0.59426 1.5448 -0.5147 -0.4378
C 0.67950 1.16435 1.08379 -2.0079 -0.0531 -0.8634
```
Forces are in eV/Å.

## Properties
- net charge = 0
- frontier orbital gap (eV) = 8.1
- energy relative to the best compared isomer or geometry (same formula, charge and spin) (kcal/mol) = 84.3
- E_LUMO (eV) = -1.31

Atom charges from the Mulliken analysis, given in e for atoms 1 to 5: number 1, H, carries 0.279; number 2, H, carries 0.060; number 3, C, carries 0.235; number 4, C, carries -0.094; number 5, N, carries -0.422


Below is a single C6H12O molecule, with properties calculated with ωB97M-V/def2-TZVPD.

```
19
Properties=species:S:1:pos:R:3:forces:R:3
H -2.84655 -0.18943 -0.91500 0.0947 0.0248 0.1250
C -2.18521 -0.00678 -0.06267 -0.0576 -0.0247 0.0286
H 1.63167 1.27665 -0.94555 -0.0639 -0.1195 0.0545
H -2.80021 0.28716 0.79425 0.0907 -0.0322 -0.1144
C 2.54160 -0.30613 0.22505 0.0296 -0.0096 0.0359
H -1.84789 -1.94740 0.94683 0.0627 0.1083 -0.0977
H 0.42462 1.21815 1.21681 -0.0174 -0.1050 -0.0931
H 2.89710 0.34871 1.02966 -0.0564 -0.0896 -0.1079
H -1.40699 2.04788 -0.02353 0.0645 -0.1557 -0.0421
H 1.05436 -0.33840 -1.33914 -0.0114 0.0877 0.1121
H -0.98895 -1.74104 -0.60013 -0.0220 0.0553 0.1143
H 2.25792 -1.26380 0.67157 0.0543 0.1443 -0.0480
H -0.90264 1.10808 -1.42947 0.0134 -0.0257 0.1537
H 3.37684 -0.48078 -0.46180 -0.1211 0.0389 0.1080
C -1.33896 -1.22108 0.30695 -0.2009 -0.1190 -0.0993
C 0.14145 0.53420 0.40635 0.1061 0.1960 -0.0792
C -1.10706 1.04915 -0.35403 0.0221 0.0610 -0.0357
O -0.25212 -0.68592 1.03692 0.0391 -0.0417 0.0428
C 1.35102 0.31077 -0.50305 -0.0264 0.0062 -0.0578
```
Forces are in eV/Å.

## Properties
- net charge = 0
- SMILES = CC[C@H]1CCCO1
- frontier orbital gap (eV) = 10.7
- energy relative to the best compared isomer or geometry (same formula, charge and spin) (kcal/mol) = 9.2
- E_LUMO (eV) = 1.13

Atom charges from the Mulliken analysis, given in e for atoms 1 to 5: number 1, H, carries 0.311; number 2, C, carries -0.482; number 3, H, carries 0.344; number 4, H, carries 0.251; number 5, C, carries -1.254


Below is a single C17H13Cl2NO4 molecule, with properties calculated with ωB97M-V/def2-TZVPD.

```
37
Properties=species:S:1:pos:R:3:forces:R:3
C 1.53601 3.52223 1.74589 0.3031 -0.1231 -0.5126
C -1.77649 -1.05801 0.02249 0.1957 -0.2145 0.0296
H -1.16295 2.61312 1.11838 0.0654 -0.0589 -0.0753
C -1.38792 -3.74230 -0.60932 -0.2917 -0.2570 -0.1520
C 0.66952 -0.86775 0.60737 0.0727 0.1419 0.3577
H 2.44444 1.71538 -2.23698 -0.0977 -0.0562 0.0497
H -3.80986 -1.39297 -0.55545 -0.1124 0.0616 -0.0188
H 0.65287 -3.39672 -0.07705 0.0723 -0.0331 -0.0054
H 1.28570 0.62065 1.98294 -0.0998 -0.1205 -0.0399
C -0.50622 -1.62520 0.16230 -0.2240 -0.6551 -0.1906
H -3.33314 -5.80543 -0.69043 0.0006 0.0331 -0.0408
C -3.65113 -5.18218 -1.53228 0.0322 -0.2416 -0.0563
C 0.33045 1.66156 0.33126 0.2721 -0.1137 0.4821
N 1.93595 1.84844 -1.37589 0.4569 -0.0307 -0.4681
H 4.40280 5.06491 0.83691 0.0902 0.0551 -0.0186
C 2.31730 2.72597 -0.38569 0.0467 0.4582 0.5703
H -1.21638 -4.77926 -0.85178 -0.0214 -0.0886 -0.0187
C 2.62883 4.38094 1.80791 -0.0303 0.0367 0.0856
C 1.38541 2.69374 0.65467 0.0660 0.1877 -0.0172
C -2.65302 -3.17242 -0.74072 0.1512 0.2358 0.0963
H -2.95517 -5.31300 -2.36656 -0.0164 0.0050 0.0431
Cl 0.37208 3.49687 3.02355 -0.1408 -0.0254 0.1454
H -1.93581 -0.00952 0.21335 -0.0186 0.1391 0.0677
C 0.75280 1.21640 -1.09686 -0.1093 0.2718 -0.1252
O 0.17900 0.46345 -1.83125 -0.2035 -0.0344 -0.0357
C 3.55637 4.39939 0.78124 -0.1079 -0.0910 -0.0204
C 0.43245 0.46113 1.32061 0.2428 -0.0846 -0.1293
C -2.82798 -1.82016 -0.42664 -0.1737 -0.2185 -0.0790
Cl 4.55736 3.60820 -1.61784 0.0468 -0.0342 -0.1191
O -3.76138 -3.82838 -1.16049 0.0028 0.3174 0.0852
H 2.75162 5.03281 2.65746 0.0018 0.0575 0.0888
O 1.80620 -1.26396 0.44812 -0.0326 0.0440 0.0212
O -0.96747 2.18868 0.27141 -0.3600 0.1271 -0.2360
C 3.41034 3.57569 -0.32829 -0.2482 -0.1572 0.0912
H -4.64949 -5.48342 -1.84559 0.0951 -0.0200 0.0166
C -0.33370 -2.96833 -0.17243 0.0670 0.4023 0.1509
H -0.47941 0.41945 1.91567 0.0070 0.0842 -0.0225
```
Forces are in eV/Å.

## Properties
- net charge = 0
- SMILES = COc1ccc(C(=O)C[C@]2(O)C(=O)Nc3c(Cl)ccc(Cl)c32)cc1
- frontier orbital gap (eV) = 8.9
- energy relative to the best compared isomer or geometry (same formula, charge and spin) (kcal/mol) = 0.0
- E_LUMO (eV) = 0.35

Atom charges from the Mulliken analysis, given in e for atoms 1 to 5: number 1, C, carries 0.523; number 2, C, carries -0.031; number 3, H, carries 0.569; number 4, C, carries -0.305; number 5, C, carries 0.455


Below is 2 unconnected molecules or ions with the total composition C4H13NO2S in a non-equilibrium geometry, with properties calculated with ωB97M-V/def2-TZVPD.

```
21
Properties=species:S:1:pos:R:3:forces:R:3
C -0.51348 -0.10404 -1.64092 0.2517 0.3851 -0.6606
H 0.39740 -1.86077 2.17967 -1.8373 -3.0403 1.1752
O 2.09134 2.00008 0.90316 -1.3373 0.4567 -1.1842
H -0.19553 -0.40891 -2.70277 -0.6743 0.4862 1.5094
H 2.23350 1.28700 0.27757 0.7283 -0.5881 0.0542
C 0.00714 -1.11755 -0.60916 -2.5099 1.0212 -0.0745
H 0.95151 -1.55348 -0.91313 -0.0182 -0.1816 -0.1294
H 1.84204 -1.68639 1.11984 0.0200 -0.7134 -0.3370
C -2.04256 0.32210 -1.58817 1.5412 0.1599 -0.6045
H 2.14400 0.13242 2.39572 0.1755 0.2092 -0.5298
H 1.19916 2.20692 0.52096 0.7882 0.2976 1.1242
O 1.29828 -0.29210 2.50927 0.8060 0.0652 2.8125
H -0.80350 -1.83370 -0.52129 0.1964 -1.0873 -0.0932
H -0.54099 -0.06900 1.20187 -0.7341 0.0306 -0.4908
C 0.95817 -1.27457 1.57833 1.5384 4.4329 -0.7180
N 0.21537 -0.44791 0.66195 1.1174 -1.3501 -1.4444
H -2.70222 -0.52185 -1.36066 0.0394 0.2694 -0.1970
S -2.47123 1.81702 -0.64015 -0.7029 0.5099 -0.6194
H 0.03513 0.77998 -1.31676 0.1758 0.3942 -0.8122
H -1.85280 1.80855 0.51389 0.5954 -0.6286 0.7451
H -2.25074 0.81620 -2.56921 -0.1598 -1.1284 0.4745
```
Forces are in eV/Å.

## Properties
- net charge = 0
- SMILES = OCNCCCS.O
- frontier orbital gap (eV) = 9.9
- energy relative to the best compared isomer or geometry (same formula, charge and spin) (kcal/mol) = 45.2
- E_LUMO (eV) = 0.77

Atom charges from the Mulliken analysis, given in e for atoms 1 to 5: number 1, C, carries -0.415; number 2, H, carries 0.305; number 3, O, carries -0.649; number 4, H, carries 0.328; number 5, H, carries 0.297